Molecular formula: C46H55AsKN8O7P
Method: DFT, wB97M-V/def2-TZVPD

Last column: Mulliken charge in e.
Atoms and positions in Å:
K1 1.76380 0.14261 1.20842  1.0495
O1 2.55898 -4.35053 2.22366  -0.8402
C1 1.93584 -4.71695 3.38494  0.5249
C2 2.00968 -6.01705 3.86068  -0.8389
C3 1.28645 -6.36373 4.96543  -0.0319
C4 0.37343 -5.48526 5.56960  -0.9563
C5 0.23317 -4.22501 5.03892  -0.3252
C6 1.07639 -3.75960 3.97408  0.0251
C7 1.15673 -2.28288 3.49039  0.5749
O2 1.75371 -2.11791 2.38377  -0.6719
N1 0.65919 -1.36394 4.35075  -0.5734
N2 0.78691 -0.02146 3.93096  0.2432
C8 0.66340 0.81719 4.87915  -0.9287
C9 0.65364 2.26385 4.70696  0.9943
C10 -0.10930 2.91772 5.69505  -0.2592
C11 -0.39050 4.28506 5.65684  -1.0172
C12 0.16808 5.03098 4.63995  -0.3049
C13 0.98572 4.46886 3.67437  -0.6461
C14 1.20771 3.02151 3.59156  0.1964
O3 1.78698 2.48172 2.62984  -0.7755
H1 2.23707 -3.33794 2.11541  0.2677
H2 2.60482 -6.72091 3.31883  0.4525
H3 1.40561 -7.33236 5.47082  0.3139
H4 -0.17952 -5.81620 6.43400  0.3863
H5 -0.42237 -3.51323 5.50397  0.4522
H6 0.49783 0.41463 5.92450  0.1958
H7 -0.53504 2.36633 6.53653  0.2402
H8 -1.03035 4.79544 6.38250  0.3014
H9 0.04824 6.06622 4.62205  0.5270
H10 1.61162 5.10865 3.05895  0.3244
O4 6.12643 2.65459 2.41121  -0.0136
C15 6.75501 3.01303 3.26434  0.0160
N3 -2.67923 0.27777 -2.69222  -0.4764
N4 -3.27217 1.36592 -2.13666  0.8852
N5 -2.62259 1.90500 -1.05955  -0.3412
C16 -3.46070 2.87614 -0.77433  -0.0988
N6 -4.49609 2.92843 -1.56459  -0.3898
N7 -4.37621 1.92920 -2.43741  -0.5451
H11 -2.00430 0.57116 -3.39124  0.3909
H12 -2.23580 -0.25863 -1.96615  -0.1334
H13 -3.24833 3.49521 0.07207  0.4922
C17 -2.76990 6.50591 1.66447  -1.3971
C18 -1.25888 6.34017 1.67326  0.0202
O5 -0.65305 7.09962 0.62112  -0.3559
P1 -0.79145 6.51404 -0.94726  -0.1080
O6 0.57580 5.65495 -1.07156  0.0963
C19 1.69408 6.06239 -0.28540  0.3329
C20 2.98447 5.43566 -0.82803  -1.3416
O7 -0.40649 7.97310 -1.65895  -0.2832
C21 -0.43076 8.09037 -3.04882  -0.2614
C22 -1.05650 9.41057 -3.58266  -1.1542
H14 -3.08442 6.19091 2.60832  0.5062
H15 -3.33286 5.86575 0.95334  0.2462
H16 -2.98126 7.57888 1.55821  0.3235
H17 -0.90733 5.32970 1.60252  0.3898
H18 -0.83415 6.78748 2.52415  0.1893
H19 1.55600 5.67592 0.69901  -0.0734
H20 1.75493 7.17106 -0.26225  0.3846
H21 2.85230 4.37680 -0.73793  0.2463
H22 3.82507 5.65472 -0.17920  0.4137
H23 3.17006 5.82136 -1.85551  0.3291
H24 -0.99270 7.25408 -3.46474  0.3906
H25 0.59800 7.94918 -3.45310  0.2311
H26 -2.17264 9.47765 -3.34011  0.2562
H27 -0.94199 9.63099 -4.67204  0.3431
H28 -0.58383 10.24327 -3.04399  0.2893
C23 -0.60432 -5.46066 -6.96714  -1.5339
C24 -0.42537 -4.94572 -5.53317  0.3550
C25 0.80799 -5.06549 -4.91059  -0.6388
C26 1.17464 -4.47821 -3.71674  1.0548
C27 2.64832 -4.57082 -3.33320  -2.1046
C28 0.22843 -3.79966 -2.96218  0.0162
As1 0.71393 -2.78977 -1.21777  1.8264
N8 -0.03263 -1.12383 -1.56115  0.2728
C29 0.83925 -0.34848 -2.21943  -0.8035
C30 1.80787 -0.79851 -3.16684  -0.1911
C31 2.57008 0.05514 -3.90374  -0.7211
C32 2.54254 1.45639 -3.61974  -0.6469
C33 1.70512 1.94660 -2.62967  -0.7550
C34 0.84763 1.06472 -2.01633  -0.1552
C35 -0.58253 -3.58052 0.03041  1.8902
C36 -0.53214 -4.97039 0.13622  0.4151
C37 0.31490 -5.92299 -0.71415  -1.7582
C38 -1.26400 -5.61020 1.17998  -0.9824
C39 -1.97453 -4.89812 2.07071  0.6285
C40 -2.67384 -5.64306 3.21238  -1.5710
C41 -1.93100 -3.46522 2.03636  -0.5751
C42 -1.32463 -2.83487 0.98118  -0.5268
C43 -1.48156 -1.36382 0.99258  -0.9686
C44 -1.04226 -3.70414 -3.49847  0.6435
C45 -2.18720 -3.05941 -2.78356  -0.4468
C46 -1.31896 -4.17741 -4.77440  -1.0864
H29 -1.35315 -6.28622 -7.12426  0.2787
H30 0.26961 -5.91616 -7.41416  0.3722
H31 -0.81821 -4.62668 -7.55721  0.3637
H32 1.59223 -5.62142 -5.50739  0.0669
H33 2.72449 -5.43207 -2.70905  0.4119
H34 2.94495 -3.64560 -2.82924  0.4010
H35 3.27873 -4.69619 -4.22024  0.4730
H36 1.88434 -1.84622 -3.35787  0.2199
H37 3.24854 -0.50182 -4.58231  0.3061
H38 3.21409 2.04626 -4.22846  0.3345
H39 1.69672 2.98362 -2.37590  0.7484
H40 0.18689 1.43578 -1.23393  0.6177
H41 1.40065 -5.60975 -0.68782  0.2023
H42 0.05124 -6.00849 -1.76674  0.2659
H43 0.27757 -6.92385 -0.23998  0.4359
H44 -1.25441 -6.69453 1.31570  0.2232
H45 -3.52202 -5.03072 3.62299  0.3415
H46 -1.93821 -5.83337 3.96488  0.1993
H47 -2.97098 -6.57814 2.75915  0.4503
H48 -2.56891 -2.94027 2.77404  0.2439
H49 -0.56446 -0.90667 0.59211  -0.7195
H50 -1.72101 -0.98283 1.96600  0.6746
H51 -2.31531 -1.10822 0.25875  0.2414
H52 -1.88661 -2.21960 -2.15389  -0.8086
H53 -2.57945 -3.82682 -2.13075  0.3005
H54 -2.90378 -2.69636 -3.54689  0.5198
H55 -2.29569 -4.05335 -5.12027  0.4986

Cartesian forces (eV/Å) of the 6 atoms listed first:
K -0.2 0.5 0.2
O -0.1 -0.7 1.1
C -0.6 1.6 -2.1
C 0.1 0.1 0.0
C -0.6 -0.7 1.4
C 0.6 -0.4 -0.6

Values from the calculation:
**HOMO level**: -1.96 eV
**Net charge**: -2
**E**: -161299.79167 eV
**Orbital gap**: 5.744 eV
**Molecular weight**: 976.99 g mol⁻¹

---

Molecular formula: C5H9NO2
Method: DFT, wB97M-V/def2-TZVPD

Last column: Mulliken charge in e.
Atoms and positions in Å:
C1 1.39428 -0.80972 1.02485  -0.9491
N1 1.36546 -0.28583 -0.33570  -0.4945
C2 -1.05947 -0.49160 -0.73816  0.9522
C3 0.33719 -0.47213 -1.10656  -0.3500
C4 0.86648 1.92404 0.31882  -0.3743
C5 -0.36766 2.00879 0.29630  -0.7038
O1 -1.58734 -1.22045 0.31686  -0.5496
O2 -1.94912 -0.48946 -1.78791  -0.5283
H1 -2.68628 -1.07257 -1.56532  0.3327
H2 -0.88410 -1.58042 0.86775  0.3131
H3 0.46752 -0.17501 -2.14644  0.3295
H4 1.91264 2.09438 0.38417  0.4950
H5 2.26042 -0.39100 1.53818  0.2580
H6 1.53279 -1.89518 0.99709  0.3885
H7 0.51651 -0.57319 1.64258  0.3412
H8 -0.91555 0.80380 -0.27048  0.1642
H9 -1.20376 2.62555 0.56397  0.3751

Cartesian forces (eV/Å) of the 6 atoms listed first:
C -0.1 0.1 0.1
N -0.2 -0.4 -0.4
C 0.1 0.9 0.6
C 0.4 0.3 0.3
C -1.0 0.1 -0.1
C 1.2 0.4 0.4

Values from the calculation:
**HOMO level**: -8.32 eV
**Net charge**: 0
**E**: -10910.80012 eV
**Orbital gap**: 8.988 eV
**Molecular weight**: 115.13 g mol⁻¹

---

Molecular formula: C15H38ClNO9P
Method: DFT, wB97M-V/def2-TZVPD

Last column: Mulliken charge in e.
Atoms and positions in Å:
C1 -2.81928 -5.28197 -2.64964  -1.4088
C2 -3.27990 -3.90438 -3.08764  0.2260
O1 -2.86811 -2.89386 -2.18395  -0.4548
C3 -4.81613 -3.81292 -3.16729  -0.7485
O2 -5.27774 -3.10136 -1.99397  0.1138
N1 -6.58517 -2.63828 -2.14451  -0.3472
P1 -8.12095 -3.79292 -2.06087  0.4293
O3 -7.98423 -4.34652 -3.56727  -0.4337
Cl1 -7.23013 -5.22138 -1.02015  -0.0688
H1 -1.73502 -5.35344 -2.72255  0.4012
H2 -3.10207 -5.46020 -1.61263  0.3165
H3 -3.23057 -6.05901 -3.29264  0.4007
H4 -2.88302 -3.68688 -4.08275  0.2937
H5 -1.90527 -2.81523 -2.22419  0.3222
H6 -5.25433 -4.80755 -3.17611  0.4014
H7 -5.14228 -3.28075 -4.06397  0.4535
H8 -6.63490 -2.09771 -3.01821  0.3963
H9 -6.68846 -1.97054 -1.37319  0.3484
H10 -8.76269 -4.12606 -4.10676  0.3724
C4 -3.48298 -2.12616 1.09445  -0.5012
O4 -2.87392 -0.85993 1.03003  -0.2418
C5 -3.75490 0.11883 0.52087  -0.3576
C6 -3.19261 1.51199 0.70020  -0.5453
O5 -3.36954 2.02898 2.00355  -0.4333
C7 -2.42603 1.61195 2.98293  -0.3870
C8 -1.11002 2.35040 2.91053  -0.6008
O6 -0.29902 1.82027 1.88019  -0.2439
C9 0.81997 2.64187 1.61820  -0.7155
H11 -3.82122 -2.44155 0.10121  -0.0502
H12 -2.74111 -2.83531 1.45653  0.2484
H13 -4.33470 -2.12220 1.78781  0.3670
H14 -4.72305 0.05935 1.04000  0.3548
H15 -3.91933 -0.06555 -0.55426  0.2671
H16 -3.75759 2.17985 0.04574  0.3702
H17 -2.14305 1.53580 0.39722  0.2666
H18 -2.25550 0.53405 2.93226  0.2093
H19 -2.89051 1.84497 3.94216  0.3819
H20 -0.59321 2.25438 3.87575  0.4442
H21 -1.30416 3.41554 2.72961  0.3352
H22 0.50766 3.62988 1.26101  0.3478
H23 1.41689 2.15769 0.84897  0.1305
H24 1.44143 2.76784 2.51102  0.3422
C10 7.24665 4.87319 -1.17498  -0.7640
O7 6.95321 3.90142 -0.19865  -0.2488
C11 6.07578 4.39383 0.79430  -0.5734
C12 5.58845 3.27122 1.68117  -0.4846
O8 4.53646 2.50350 1.11342  -0.3362
C13 4.90937 1.54727 0.13398  -0.4851
C14 5.51717 0.28655 0.70677  -0.5989
O9 6.87848 0.48848 1.02521  -0.2439
C15 7.40822 -0.56793 1.79144  -0.7691
H25 7.71736 5.75794 -0.73030  0.3072
H26 7.93845 4.42538 -1.88506  0.2293
H27 6.34109 5.18911 -1.70666  0.3145
H28 5.21225 4.88509 0.32576  0.3234
H29 6.59876 5.13555 1.41487  0.4526
H30 5.15959 3.72105 2.57863  0.3772
H31 6.42463 2.63513 1.97909  0.2362
H32 5.57841 1.98349 -0.61129  0.2380
H33 3.97604 1.26787 -0.36030  0.3865
H34 5.42837 -0.52122 -0.03484  0.4500
H35 4.95645 -0.00746 1.60434  0.3299
H36 6.89489 -0.65587 2.75623  0.3174
H37 8.45938 -0.35007 1.96640  0.2333
H38 7.32727 -1.52550 1.26286  0.3064

Cartesian forces (eV/Å) of the 6 atoms listed first:
C 0.1 0.1 0.0
C 0.0 0.0 0.2
O 0.3 0.1 -0.2
C 0.0 0.0 -0.1
O -0.1 -0.2 0.1
N 0.1 0.1 0.0

Values from the calculation:
**HOMO level**: -10.46 eV
**Net charge**: +1
**E**: -57889.17655 eV
**Orbital gap**: 6.622 eV
**Molecular weight**: 442.89 g mol⁻¹